[1]
The following is a quantum chemistry calculation of the molecule CH2F3NO at a distorted geometry, from OMol25.

HOMO (eV): -11.69
ΔE to the lowest compared entry with this formula, charge and spin (eV): 1.839
E (eV): -12756.0464
Orbital gap (eV): 12.0

ORCA input file:
```
! RIJCOSX wB97M-V def2-TZVPD def2/J DEFGRID3
* xyz 0 1
C -0.103 0.056 0.200
N -0.242 0.303 -1.149
O 1.094 -0.545 0.461
F -1.133 -0.614 0.836
F -0.167 1.262 0.877
F 1.342 -0.387 1.825
H 0.418 -0.296 -1.520
H -1.210 0.220 -1.530
*
```

natural (NBO) population analysis, charges in e, atoms 1 to 5: number 1, C, carries 0.96; number 2, N, carries -0.83; number 3, O, carries -0.14; number 4, F, carries -0.35; number 5, F, carries -0.35


[2]
The following is a quantum chemistry calculation of the molecule C22H24N2O5S2 at a distorted geometry, from OMol25.

HOMO (eV): -8.02
ΔE to the lowest compared entry with this formula, charge and spin (eV): 0.000
E (eV): -58090.8824
Orbital gap (eV): 8.4

ORCA input file:
```
! RIJCOSX wB97M-V def2-TZVPD def2/J DEFGRID3
* xyz 0 1
C -0.629 -4.362 2.342
H 0.111 -4.731 1.625
O -1.255 -3.191 1.874
C -0.480 -2.108 1.595
C 0.892 -2.037 1.802
C 1.559 -0.876 1.455
C 0.893 0.208 0.919
C -0.487 0.147 0.715
C -1.161 -1.016 1.061
H -2.220 -1.132 0.905
N -1.164 1.256 0.204
S -0.388 2.739 0.085
O 0.693 2.662 -0.866
O -1.405 3.708 -0.188
C 0.255 3.031 1.728
C 1.519 3.566 1.881
C 1.985 3.839 3.157
C 1.182 3.575 4.255
C -0.088 3.044 4.086
C -0.560 2.773 2.813
H -1.545 2.366 2.653
H -0.710 2.844 4.945
H 1.547 3.786 5.249
H 2.970 4.257 3.292
H 2.117 3.756 1.003
C -2.445 1.151 -0.454
H -3.130 0.510 0.102
C -2.368 0.658 -1.906
O -3.210 -0.080 -2.372
N -1.341 1.166 -2.611
H -0.668 1.774 -2.169
C -1.198 0.907 -4.027
C -0.373 -0.338 -4.341
H -0.514 -0.614 -5.386
H -0.682 -1.167 -3.708
S 1.428 -0.116 -4.172
C 1.681 -0.329 -2.359
C 1.262 -1.668 -1.901
C 1.970 -2.825 -1.736
C 1.036 -3.807 -1.328
C -0.170 -3.179 -1.279
O -0.043 -1.888 -1.624
H -1.154 -3.523 -1.031
H 1.238 -4.836 -1.112
H 3.021 -2.957 -1.889
H 1.146 0.469 -1.850
H 2.753 -0.200 -2.225
H -2.206 0.750 -4.425
H -0.749 1.783 -4.500
H -2.863 2.162 -0.479
H 1.451 1.078 0.623
H 2.628 -0.819 1.596
H 1.445 -2.868 2.208
H -0.150 -4.201 3.313
H -1.425 -5.097 2.451
*
```

natural (NBO) population analysis, charges in e, atoms 1 to 5: number 1, C, carries -0.25; number 2, H, carries 0.18; number 3, O, carries -0.51; number 4, C, carries 0.42; number 5, C, carries -0.34


[3]
The following is a quantum chemistry calculation of a cluster of 2 separate species, CHNO2S in total at a distorted geometry, from OMol25.

HOMO (spin up / spin down) (eV): -9.77 / -9.77
ΔE to the lowest compared entry with this formula, charge and spin (eV): 6.065
E (eV): -17466.1103
Orbital gap (spin up / spin down) (eV): 8.0 / 8.0

ORCA input file:
```
! RIJCOSX wB97M-V def2-TZVPD def2/J DEFGRID3
* xyz 0 1
C 0.387 -0.577 -0.187
N -0.185 0.526 0.540
O -0.062 1.567 -0.091
O -0.843 0.407 1.544
S 1.663 -1.450 -0.341
H -0.959 -0.473 -1.464
*
```

natural (NBO) population analysis, charges in e, atoms 1 to 5: number 1, C, carries -0.19; number 2, N, carries 0.43; number 3, O, carries -0.34; number 4, O, carries -0.32; number 5, S, carries 0.29